Molecular formula: C7H7N2O4
Method: DFT, the ωB97M-V functional and the def2-TZVPD basis

The geometry in XYZ format:
```
20
Properties=species:S:1:pos:R:3:mulliken_charge:R:1
C -1.668 0.678 0.063 0.59
H -3.696 1.018 0.140 0.21
H -2.791 1.267 -1.543 0.22
O 3.737 -0.259 0.541 -0.31
H 0.913 -1.981 -0.316 0.29
C 1.929 -1.896 0.091 -1.01
O -1.200 2.945 0.860 -0.63
C -2.832 1.476 -0.456 -0.84
H -2.707 2.622 -0.154 0.25
C 1.397 0.570 0.492 1.16
H 2.082 -2.623 0.961 0.21
N 0.630 1.569 0.599 -0.27
H 2.861 1.045 -1.195 0.43
H 2.647 -2.169 -0.781 0.25
O 5.617 0.569 -0.114 -0.65
O 3.765 1.317 -1.131 -0.43
C 4.389 0.547 -0.258 0.75
C -0.578 1.964 0.605 0.31
N -1.313 -0.459 0.133 -0.75
C 2.234 -0.439 0.294 -0.76
```

Relative energy (zero: lowest compared OMol25 entry of this formula, charge and spin) ... 87.94 kcal per mole
LUMO level (spin up / spin down) ... 3.4 / 3.3 eV
Max |F| ... 0.079 Eh/bohr
Orbital gap (spin up / spin down) ... 6.926 / 6.478 eV
Net charge ... -1
Spin multiplicity ... 1

=====

Molecular formula: C7H7N3O
Method: DFT, the ωB97M-V functional and the def2-TZVPD basis

The geometry in XYZ format:
```
18
Properties=species:S:1:pos:R:3:mulliken_charge:R:1
C -1.552 1.158 0.494 -0.62
O 2.674 -1.675 0.272 -0.54
N -2.782 0.755 0.215 -0.52
C -0.448 0.324 0.355 0.85
H 0.320 -2.763 -0.455 0.21
H 1.281 2.518 -0.328 0.35
N 0.400 -1.795 -0.169 -0.04
C -0.716 -0.975 -0.092 0.48
H -2.314 -2.283 -0.768 0.42
C -2.032 -1.309 -0.392 -0.64
N -3.012 -0.440 -0.228 -0.44
H -1.461 2.178 0.844 0.48
C 1.652 1.496 -0.426 -1.19
C 0.986 0.595 0.585 -0.19
C 1.569 -1.248 0.198 0.33
H 1.259 0.803 1.615 0.37
H 2.730 1.508 -0.279 0.34
H 1.445 1.153 -1.439 0.34
```

Relative energy (zero: lowest compared OMol25 entry of this formula, charge and spin) ... 50.59 kcal per mole
LUMO level ... 0.4 eV
Max |F| ... 0.085 Eh/bohr
Orbital gap ... 9.499 eV
Spin multiplicity ... 1

=====

Molecular formula: C7H7N3O
Method: DFT, the ωB97M-V functional and the def2-TZVPD basis

The geometry in XYZ format:
```
18
Properties=species:S:1:pos:R:3:mulliken_charge:R:1
C 1.406 -0.251 0.045 0.02
H 0.953 1.910 -0.137 0.40
H -2.080 -2.362 0.423 0.29
O 3.550 0.775 0.124 -0.55
C 0.728 0.870 -0.054 -0.10
C -2.854 0.860 0.165 -0.37
H 3.224 -1.004 -0.771 0.29
C -0.595 -0.902 -0.234 0.44
H -1.421 2.363 0.018 0.47
H 4.539 0.640 -0.134 0.31
H 3.245 -1.277 0.925 0.23
C -1.938 -1.261 0.055 -0.13
H -3.863 1.425 0.214 0.29
C -1.665 1.404 -0.042 -0.11
C 2.868 -0.510 0.101 -0.38
N -0.622 0.491 -0.218 0.11
N 0.659 -1.291 -0.109 -0.68
N -2.993 -0.508 0.079 -0.53
```

Relative energy (zero: lowest compared OMol25 entry of this formula, charge and spin) ... 74.77 kcal per mole
LUMO level ... 0.4 eV
Max |F| ... 0.104 Eh/bohr
Orbital gap ... 9.015 eV
Spin multiplicity ... 1
SMILES ... OCc1cn2ccncc2n1

=====

Molecular formula: C7H7N3O2
Method: DFT, the ωB97M-V functional and the def2-TZVPD basis

The geometry in XYZ format:
```
19
Properties=species:S:1:pos:R:3:mulliken_charge:R:1
H -2.164 1.302 0.611 0.23
N 3.383 -0.297 -0.103 -0.28
C -0.733 -0.004 -0.290 0.31
C -1.175 1.390 0.057 -0.05
H -1.413 1.902 -0.880 0.32
N 0.842 -1.485 0.062 -1.02
H -1.617 -1.258 -1.905 0.46
H -0.130 2.552 1.729 0.44
H 2.823 -1.829 0.911 0.40
C 2.606 0.384 -0.657 0.69
C 0.721 0.668 1.234 -0.13
N 0.306 -0.335 0.395 0.64
C -0.898 -1.095 -1.166 -1.29
C -0.034 1.750 1.036 -0.92
O 2.032 0.957 -1.482 -0.44
H 1.479 0.407 1.952 0.58
C 0.111 -2.025 -0.918 -0.01
H 0.324 -3.066 -1.303 0.40
O 3.466 -1.125 1.040 -0.32
```

Relative energy (zero: lowest compared OMol25 entry of this formula, charge and spin) ... 54.74 kcal per mole
LUMO level (spin up / spin down) ... 0.9 / -2.7 eV
Max |F| ... 0.179 Eh/bohr
<S²> ... 2.012
Orbital gap (spin up / spin down) ... 6.525 / 6.575 eV
Spin multiplicity ... 3